P:
C4H10N2 | ωB97M-V/def2-TZVPD

The geometry in XYZ format:
```
16
Properties=species:S:1:pos:R:3
C -0.626 1.869 0.106
C -0.847 0.571 0.048
C -2.194 0.065 -0.443
C 0.139 -0.394 0.531
N 3.090 0.416 -0.297
N 3.824 -0.464 0.071
H 0.387 2.253 0.381
H -1.205 2.574 -0.398
H -2.528 -0.916 -0.082
H -1.983 -0.017 -1.524
H -2.995 0.899 -0.272
H 0.505 -0.054 1.613
H 1.093 -0.472 -0.055
H -0.180 -1.333 0.701
H 3.983 -1.246 -0.568
H 4.302 -0.656 0.952
```

## Properties
HOMO energy, eV: -8.325
LUMO level, eV: 0.801
Frontier orbital gap, Ha: 0.3354


Q:
C4H10N2 | ωB97M-V/def2-TZVPD

The geometry in XYZ format:
```
16
Properties=species:S:1:pos:R:3
C 6.504 0.008 0.240
C 6.117 -1.131 0.838
N 4.860 -1.524 1.253
H 5.752 0.802 0.132
H 7.492 -0.076 -0.187
H 6.868 -1.826 1.252
H 4.221 -0.832 1.621
H 4.944 -2.412 1.800
C -5.947 1.653 -1.766
C -6.116 1.055 -0.559
N -5.848 -0.287 -0.288
H -5.100 1.378 -2.410
H -6.348 2.661 -1.801
H -6.744 1.528 0.231
H -5.169 -0.580 -0.994
H -5.487 -0.418 0.637
```

## Properties
HOMO energy, eV: -8.299
LUMO level, eV: 1.099
Frontier orbital gap, Ha: 0.3454
SMILES string: C=CN.C=CN


Most stable of them? Q.


P:
C4H4O | ωB97M-V/def2-TZVPD

The geometry in XYZ format:
```
9
Properties=species:S:1:pos:R:3
C -1.210 0.532 0.547
C -1.464 0.051 -0.643
C 0.192 0.263 0.241
C 1.385 -0.523 0.073
O 1.291 0.862 -0.302
H -1.677 0.963 1.421
H -2.023 -0.212 -1.499
H 2.026 -0.729 0.924
H 1.479 -1.207 -0.761
```

## Properties
HOMO energy, eV: -8.193
LUMO level, eV: 1.147
Frontier orbital gap, Ha: 0.3432
SMILES string: C1=CC12CO2


Q:
C4H4O | ωB97M-V/def2-TZVPD

The geometry in XYZ format:
```
9
Properties=species:S:1:pos:R:3
C 0.150 0.476 -1.341
C 0.050 -0.103 -0.090
C -0.389 0.589 1.141
C -0.512 1.829 1.002
O -0.382 2.973 0.967
H 0.532 -0.062 -2.048
H 0.334 1.516 -1.623
H 0.175 -1.163 -0.381
H -1.317 -0.095 1.269
```

## Properties
HOMO energy, eV: -8.886
LUMO level, eV: 0.670
Frontier orbital gap, Ha: 0.3512
SMILES string: C=CC=C=O


Most stable of them? Q.


P:
C4H4O | ωB97M-V/def2-TZVPD

The geometry in XYZ format:
```
9
Properties=species:S:1:pos:R:3
C -1.461 -0.032 -0.045
C -2.026 1.056 0.232
C -0.087 -0.291 -0.611
C 0.938 0.086 0.375
O -0.950 -1.404 -0.331
H 0.134 -0.027 -1.637
H 1.735 0.448 -0.201
H 1.100 -0.708 1.072
H 0.615 0.872 1.145
```

## Properties
HOMO energy, eV: -10.205
LUMO level, eV: -0.855
Frontier orbital gap, Ha: 0.3436


Q:
C4H4O | ωB97M-V/def2-TZVPD

The geometry in XYZ format:
```
9
Properties=species:S:1:pos:R:3
C 0.593 -0.939 0.684
C 0.718 0.108 -0.405
C -0.568 0.638 -0.812
C -1.665 1.197 -0.770
H 0.566 -0.189 1.925
H 1.708 -1.600 0.443
H -0.470 -1.424 0.576
H -2.616 1.703 -0.660
O 1.734 0.504 -0.981
```

## Properties
HOMO energy, eV: -10.349
LUMO level, eV: -0.048
Frontier orbital gap, Ha: 0.3786


Most stable of them? Q.


P:
C3H6N3 | ωB97M-V/def2-TZVPD

The geometry in XYZ format:
```
12
Properties=species:S:1:pos:R:3
C 0.122 -1.709 -0.118
C -1.112 -1.262 0.324
C 0.698 0.396 0.057
N 0.975 -0.752 -0.329
N -1.117 0.007 0.607
N 0.943 1.771 -0.476
H 0.509 -2.777 -0.293
H -1.826 -2.010 0.646
H -2.067 0.386 1.125
H 0.873 2.320 0.421
H 0.116 1.935 -1.064
H 1.885 1.695 -0.901
```

## Properties
HOMO energy, eV: -12.864
LUMO level, eV: -4.397
Frontier orbital gap, Ha: 0.3111
Total charge: +1


Q:
C3H6N3 | ωB97M-V/def2-TZVPD

The geometry in XYZ format:
```
12
Properties=species:S:1:pos:R:3
C 3.551 0.331 0.140
N 2.343 0.062 -0.184
C 1.166 0.475 -0.093
N -0.045 0.684 0.035
C -1.509 0.890 -0.056
N -2.308 -0.218 -0.178
H 4.219 -0.264 -0.350
H 3.914 1.340 0.343
H -1.719 1.345 0.955
H -1.555 1.596 -0.826
H -2.379 -0.627 -1.056
H -2.184 -0.984 0.434
```

## Properties
HOMO energy (spin up / spin down), eV: -14.459 / -14.459
LUMO level (spin up / spin down), eV: -6.393 / -6.394
Frontier orbital gap (spin up / spin down), Ha: 0.2964 / 0.2964
Total charge: +1
SMILES string: C=NC#[N+]CN


Most stable of them? Q.